# 1
Formula: H18O9
Source: the Open Molecules 2025 dataset
Level of theory: wB97M-V/def2-TZVPD

HOMO level = -10.56 eV
energy above the lowest of the compared OMol25 structures with the same formula, charge and spin = 4.115 eV
frontier orbital gap = 10.06 eV
net charge = 0
multiplicity = 1
SMILES = O.O.O.O.O.O.O.O.O

Each line ends with the Mulliken charge.
Positions of all 27 atoms, in Å:
O  -0.328  0.195  -0.191  -0.620
H  -0.808  -0.455  0.346  0.262
H  0.018  0.773  0.529  0.338
O  1.649  2.116  -1.086  -0.589
H  2.089  2.382  -0.269  0.316
H  1.650  1.209  -0.938  0.267
O  -1.061  5.443  -0.044  -0.638
H  -1.382  4.631  -0.459  0.318
H  -0.125  5.434  -0.243  0.319
O  -1.058  -0.985  -4.288  -0.588
H  -1.731  -1.370  -3.839  0.271
H  -1.369  -0.403  -4.962  0.295
O  2.459  -3.003  2.174  -0.566
H  1.631  -2.429  2.321  0.215
H  2.931  -2.406  1.583  0.345
O  0.200  -2.749  4.359  -0.602
H  1.063  -2.417  4.516  0.332
H  0.056  -2.399  3.462  0.299
O  -3.791  -1.788  1.316  -0.610
H  -4.187  -1.819  0.497  0.293
H  -4.064  -2.708  1.569  0.323
O  3.446  -0.387  0.274  -0.642
H  4.278  -0.776  0.554  0.316
H  3.061  -0.054  1.099  0.310
O  -1.462  1.148  -2.675  -0.547
H  -1.209  1.480  -1.772  0.299
H  -2.340  1.410  -2.712  0.283

---

# 2
Formula: C8H16O4
Source: the Open Molecules 2025 dataset
Level of theory: wB97M-V/def2-TZVPD

HOMO level = -9.41 eV
energy above the lowest of the compared OMol25 structures with the same formula, charge and spin = 1.600 eV
frontier orbital gap = 9.94 eV
net charge = 0
multiplicity = 1
SMILES = C=Cc1ccccc1.O.O.O.O

Each line ends with the Mulliken charge.
Positions of all 28 atoms, in Å:
C  1.231  1.722  1.760  -0.868
C  1.339  0.414  1.632  -0.369
C  0.165  -0.385  1.104  0.767
C  -0.441  0.055  -0.067  -0.441
C  -1.628  -0.527  -0.493  -0.332
C  -2.278  -1.460  0.308  -0.703
C  -1.676  -1.876  1.487  -0.438
C  -0.472  -1.322  1.917  -0.377
H  2.084  2.300  2.100  0.268
H  0.336  2.301  1.572  0.064
H  2.149  -0.251  1.911  0.378
H  -0.079  0.867  -0.676  0.349
H  -2.180  -0.099  -1.321  0.405
H  -3.168  -1.952  -0.058  0.409
H  -2.141  -2.665  2.063  0.365
H  0.014  -1.656  2.818  0.449
O  1.842  -1.609  -1.272  -0.640
H  0.941  -1.685  -0.951  0.371
H  2.459  -1.512  -0.555  0.282
O  -1.926  2.547  1.305  -0.597
H  -1.205  2.445  1.924  0.385
H  -2.629  2.012  1.676  0.311
O  1.537  1.799  -2.425  -0.695
H  0.645  2.095  -2.592  0.279
H  1.712  0.878  -2.705  0.431
O  1.246  -0.572  -3.741  -0.716
H  1.749  -1.304  -3.378  0.343
H  0.372  -0.560  -3.346  0.318

---

# 3
Formula: C2H6NS
Source: the Open Molecules 2025 dataset
Level of theory: wB97M-V/def2-TZVPD

HOMO level (spin up / spin down) = -14.61 / -14.61 eV
energy above the lowest of the compared OMol25 structures with the same formula, charge and spin = 1.445 eV
frontier orbital gap (spin up / spin down) = 8.62 / 8.62 eV
net charge = +1
multiplicity = 1

Each line ends with the Mulliken charge.
Positions of all 10 atoms, in Å:
C  0.638  -0.188  -0.826  -0.427
C  -0.810  1.194  1.920  -0.210
N  0.790  -1.525  -0.714  -0.278
S  0.532  0.704  1.119  0.056
H  1.446  0.453  -1.056  0.385
H  -0.203  0.154  -1.258  0.432
H  -0.818  1.368  2.959  0.307
H  -1.695  0.952  1.520  0.297
H  0.002  -2.030  -0.916  0.219
H  1.649  -1.932  -0.578  0.218

---

# 4
Formula: C31H26Cl3F5
Source: the Open Molecules 2025 dataset
Level of theory: wB97M-V/def2-TZVPD

HOMO level = -8.98 eV
energy above the lowest of the compared OMol25 structures with the same formula, charge and spin = 0.314 eV
frontier orbital gap = 9.61 eV
net charge = 0
multiplicity = 1
SMILES = ClC(Cl)Cl.Fc1ccccc1.Fc1ccccc1.Fc1ccccc1.Fc1ccccc1.Fc1ccccc1

Each line ends with the Mulliken charge.
Positions of all 65 atoms, in Å:
Cl  1.678  0.324  0.999  -0.143
C  -0.070  0.519  0.969  0.573
Cl  -0.638  0.647  -0.710  -0.121
Cl  -0.449  1.818  1.993  -0.042
H  -0.472  -0.369  1.375  -0.284
F  0.452  4.721  -2.975  -0.315
C  -0.746  4.180  -2.676  0.511
C  -1.674  4.040  -3.665  -0.598
C  -2.896  3.530  -3.347  -0.376
C  -3.233  3.180  -2.027  -0.685
C  -2.296  3.402  -0.998  -0.243
C  -1.015  3.948  -1.314  -0.409
H  -1.317  4.352  -4.601  0.475
H  -3.670  3.439  -4.047  0.414
H  -4.151  2.724  -1.770  0.468
H  -2.584  3.162  0.041  0.330
H  -0.264  4.190  -0.600  0.428
F  3.024  -5.523  -1.647  -0.379
C  3.304  -4.256  -1.239  0.473
C  3.969  -3.395  -2.070  -0.423
C  4.443  -2.184  -1.566  -0.567
C  4.109  -1.855  -0.274  -0.607
C  3.421  -2.727  0.513  -0.315
C  3.028  -3.938  0.062  -0.374
H  4.154  -3.664  -3.130  0.387
H  4.920  -1.536  -2.270  0.402
H  4.473  -0.948  0.215  0.444
H  3.157  -2.417  1.485  0.510
H  2.495  -4.655  0.659  0.441
F  -0.670  5.560  2.165  -0.373
C  0.611  5.284  2.663  0.502
C  0.659  4.929  3.970  -0.450
C  1.856  4.442  4.447  -0.213
C  2.924  4.386  3.630  -0.472
C  2.887  4.851  2.323  -0.367
C  1.694  5.350  1.780  -0.612
H  -0.219  5.053  4.612  0.392
H  1.876  4.108  5.465  0.390
H  3.895  4.058  4.051  0.340
H  3.861  4.915  1.824  0.367
H  1.631  5.636  0.739  0.502
F  -1.841  -1.631  3.773  -0.366
C  -2.602  -1.555  2.671  0.259
C  -2.859  -2.681  1.905  -0.393
C  -3.708  -2.528  0.766  -0.378
C  -4.394  -1.336  0.558  -0.665
C  -4.036  -0.179  1.313  -0.516
C  -3.108  -0.313  2.340  -0.414
H  -2.293  -3.503  2.212  0.496
H  -3.977  -3.375  0.162  0.459
H  -5.021  -1.174  -0.262  0.421
H  -4.303  0.758  0.962  0.448
H  -2.787  0.544  2.917  0.665
F  -0.432  -2.977  0.184  -0.277
C  -0.263  -3.722  -0.952  0.303
C  -0.568  -5.047  -0.863  -0.362
C  -0.418  -5.736  -2.078  -0.526
C  -0.007  -5.038  -3.265  -0.509
C  0.273  -3.679  -3.246  -0.712
C  0.218  -3.032  -2.060  -0.206
H  -0.847  -5.524  0.072  0.450
H  -0.480  -6.774  -2.086  0.445
H  0.196  -5.612  -4.135  0.400
H  0.541  -3.125  -4.116  0.451
H  0.558  -2.045  -1.827  0.541

---

# 5
Formula: C3H8FNO4S2
Source: the Open Molecules 2025 dataset
Level of theory: wB97M-V/def2-TZVPD

HOMO level = -9.71 eV
energy above the lowest of the compared OMol25 structures with the same formula, charge and spin = 1.260 eV
frontier orbital gap = 10.11 eV
net charge = 0
multiplicity = 1

Each line ends with the Mulliken charge.
Positions of all 19 atoms, in Å:
C  2.294  3.114  -1.397  -0.748
C  -2.103  -1.451  -0.815  -1.021
C  1.409  2.286  -0.795  0.207
N  -0.151  -2.021  1.110  -0.337
O  0.073  -3.107  -1.188  -0.617
O  0.415  -0.759  -0.809  -0.658
O  0.034  -0.473  3.117  -0.503
O  -1.335  0.406  1.238  -0.479
F  0.926  2.678  0.440  -0.254
S  -0.322  -1.954  -0.461  1.098
S  -0.047  -0.196  1.484  0.779
H  2.886  2.709  -2.271  0.226
H  -0.340  0.327  3.475  0.341
H  2.629  4.060  -0.965  0.286
H  -2.350  -1.960  -1.700  0.395
H  -2.777  -1.577  0.038  0.309
H  -1.982  -0.457  -1.050  0.390
H  1.050  1.271  -1.085  0.350
H  -0.309  -2.897  1.634  0.238

---

# 6
Formula: C4H3NO
Source: the Open Molecules 2025 dataset
Level of theory: wB97M-V/def2-TZVPD

HOMO level = -10.85 eV
energy above the lowest of the compared OMol25 structures with the same formula, charge and spin = 1.398 eV
frontier orbital gap = 9.82 eV
net charge = 0
multiplicity = 1
SMILES = C=CC(=O)C#N

Each line ends with the Mulliken charge.
Positions of all 9 atoms, in Å:
C  -0.238  -0.351  0.091  -0.567
C  0.860  0.318  0.142  -0.289
C  2.213  -0.596  -0.262  0.562
O  2.158  -1.750  -0.523  -0.457
C  3.197  0.285  0.060  0.222
N  3.878  1.111  0.497  -0.341
H  -1.235  0.010  0.403  0.264
H  -0.070  -1.361  -0.019  0.332
H  1.113  1.388  0.318  0.273

---

# 7
Formula: C4H8N3O
Source: the Open Molecules 2025 dataset
Level of theory: wB97M-V/def2-TZVPD

HOMO level = -14.01 eV
energy above the lowest of the compared OMol25 structures with the same formula, charge and spin = 2.412 eV
frontier orbital gap = 9.23 eV
net charge = +1
multiplicity = 1
SMILES = N[C@@H]1CC(O)=[NH+]C=N1

Each line ends with the Mulliken charge.
Positions of all 16 atoms, in Å:
N  -1.032  1.039  -0.951  -0.496
C  -1.104  0.492  0.357  -0.156
C  0.342  0.723  0.961  -0.797
C  1.192  -0.127  0.142  0.637
O  2.434  0.162  -0.185  -0.427
N  0.805  -1.282  -0.313  -0.027
C  -0.575  -1.668  -0.213  -0.092
N  -1.468  -0.876  0.114  -0.403
H  -1.619  1.867  -0.987  0.246
H  -1.335  0.398  -1.665  0.213
H  -1.986  0.820  0.899  0.475
H  0.537  1.731  0.835  0.450
H  0.329  0.493  2.001  0.362
H  2.927  0.713  0.428  0.398
H  1.435  -1.760  -0.880  0.262
H  -0.883  -2.727  -0.541  0.355

---

# 8
Formula: C16H21CdN4O5PSe4
Source: the Open Molecules 2025 dataset
Level of theory: wB97M-V/def2-TZVPD

HOMO level = -0.48 eV
energy above the lowest of the compared OMol25 structures with the same formula, charge and spin = 0.186 eV
frontier orbital gap = 4.36 eV
net charge = -2
multiplicity = 1

Each line ends with the Mulliken charge.
Positions of all 52 atoms, in Å:
Cd  0.092  0.195  -0.216  1.737
Se  4.428  -0.557  0.919  -0.705
Se  4.201  -0.998  -1.377  -0.241
Se  2.337  0.251  -2.279  -0.195
Se  1.840  -1.103  -4.121  -0.725
N  1.429  0.953  1.647  -0.187
N  1.590  2.355  1.650  -0.186
C  1.156  3.084  0.518  0.141
O  1.472  4.274  0.470  -0.807
O  0.427  2.452  -0.313  -0.527
H  1.092  0.666  2.561  0.209
H  2.313  0.456  1.441  -0.089
H  2.477  2.688  2.006  0.261
C  -4.129  2.085  3.695  -0.508
C  -4.453  0.731  3.685  -0.482
C  -3.635  -0.181  3.041  -0.334
C  -2.484  0.274  2.410  -0.624
C  -2.143  1.617  2.429  0.681
C  -2.973  2.527  3.068  -0.702
N  -1.584  -0.567  1.672  0.444
N  -1.948  -1.746  1.532  -0.470
C  -1.089  -2.542  0.705  1.268
C  -1.295  -3.913  0.854  -0.510
C  -0.505  -4.783  0.126  -0.400
C  0.445  -4.261  -0.745  -0.731
C  0.608  -2.891  -0.897  0.133
C  -0.166  -1.980  -0.173  -1.013
H  -4.782  2.793  4.190  0.366
H  -5.355  0.387  4.178  0.351
H  -3.875  -1.235  3.005  0.405
H  -1.236  1.941  1.930  0.224
H  -2.715  3.578  3.064  0.370
H  -2.053  -4.268  1.542  0.390
H  -0.627  -5.855  0.232  0.321
H  1.066  -4.933  -1.326  0.385
H  1.343  -2.520  -1.602  0.070
C  -4.005  0.129  -0.805  -0.460
O  -3.520  1.098  -1.723  -0.520
P  -2.086  1.787  -1.353  0.474
O  -1.697  2.404  -2.778  -0.391
C  -0.989  1.530  -3.675  -0.110
O  -2.679  3.102  -0.632  -0.386
C  -1.883  4.228  -0.248  -0.597
H  -4.849  -0.373  -1.279  0.325
H  -4.345  0.598  0.122  0.184
H  -3.241  -0.616  -0.571  0.117
H  -0.698  2.132  -4.532  0.256
H  -1.634  0.713  -3.995  0.289
H  -0.090  1.124  -3.214  -0.236
H  -2.574  5.069  -0.174  0.250
H  -1.096  4.432  -0.968  0.342
H  -1.412  4.053  0.718  0.141

---

What did we get for maximum force? Answer: 0.0866 0.0454 0.0777 0.0643 0.0562 0.1158 0.0632 0.0131 Eh/bohr, in the order shown.